Version A
# C3H14N2O3

4 unconnected molecules or ions with the total composition C3H14N2O3 (ωB97M-V/def2-TZVPD, the OMol25 dataset).

Computed properties:
Charge = -1
Multiplicity = 2
Highest occupied orbital energy (spin up / spin down) = 0.8 / -5.9 eV
<S²> = 0.751
Lowest unoccupied orbital energy (spin up / spin down) = 0.127 / 0.121 hartree

Last column: Mulliken spin population.
Cartesian coordinates (Å):
C (-0.075, -2.314, 1.476)  0.336
C (-0.361, -0.880, 1.166)  0.147
N (-1.307, -0.911, 0.019)  -0.454
C (-1.693, 0.210, -0.615)  0.844
N (-2.834, 0.434, -1.263)  -0.122
H (0.144, -2.942, 0.587)  -0.064
H (0.720, -2.337, 2.278)  -0.033
H (-0.983, -2.807, 1.864)  -0.057
H (0.466, -0.161, 0.848)  -0.050
H (-0.918, -0.430, 2.014)  -0.071
H (-2.092, -1.605, 0.043)  -0.033
H (-0.916, 0.994, -0.497)  -0.031
H (-2.732, 1.425, -1.550)  -0.041
H (0.102, -0.822, -1.889)  0.031
H (0.984, -0.888, -3.161)  -0.016
O (0.988, -0.593, -2.161)  0.161
H (3.555, 1.153, -0.902)  -0.175
H (2.114, 0.652, -1.337)  0.052
O (2.659, 1.031, -0.577)  0.532
H (0.715, 3.025, 0.728)  -0.030
H (1.072, 4.160, 1.495)  -0.017
O (0.394, 3.607, 1.434)  0.092

Version B
# C3H14N2O3

3 unconnected molecules or ions with the total composition C3H14N2O3 (ωB97M-V/def2-TZVPD, the OMol25 dataset).

Computed properties:
Charge = -1
Multiplicity = 2
Highest occupied orbital energy (spin up / spin down) = 0.8 / -5.9 eV
<S²> = 0.751
Lowest unoccupied orbital energy (spin up / spin down) = 0.130 / 0.127 hartree

Last column: Mulliken spin population.
Cartesian coordinates (Å):
C (-1.251, 0.499, 0.143)  0.033
N (-0.044, 0.654, -0.661)  0.463
C (0.406, 1.935, -1.055)  0.282
O (1.681, 2.294, -0.479)  -0.059
C (-2.071, -0.720, -0.257)  -0.006
N (-1.410, -1.975, 0.079)  0.249
H (-1.859, 1.408, 0.222)  -0.026
H (-0.999, 0.290, 1.202)  0.069
H (0.056, -0.108, -1.312)  -0.225
H (0.481, 2.012, -2.146)  -0.005
H (-0.226, 2.729, -0.671)  -0.013
H (2.367, 1.781, -0.924)  0.014
H (-3.058, -0.654, 0.190)  0.016
H (-2.312, -0.691, -1.323)  -0.054
H (-0.479, -1.942, -0.351)  0.037
H (-1.256, -1.936, 1.084)  -0.050
H (1.879, -2.033, 0.882)  0.183
H (2.091, -2.818, -0.423)  0.011
O (1.567, -2.094, -0.038)  -0.082
H (2.170, 0.468, 2.306)  -0.202
H (1.069, 0.514, 1.284)  0.133
O (1.199, 0.385, 2.248)  0.234

So which one is most stable? That would be version B, about 39.1 kJ/mol below the next structure.

Version A
# C18H22N4O4S2

C18H22N4O4S2 in the gas phase (ωB97M-V/def2-TZVPD, the OMol25 dataset).

Computed properties:
Multiplicity = 1
Highest occupied orbital energy = -8.4 eV
Lowest unoccupied orbital energy = -0.002 hartree

Last column: Löwdin charge in e.
Cartesian coordinates (Å):
C (4.684, 1.332, 3.637)  -0.085
N (3.799, 2.302, 4.261)  -0.238
C (3.614, 3.490, 3.443)  -0.085
N (2.571, 1.727, 4.632)  0.074
C (1.656, 1.196, 3.791)  -0.404
O (1.821, 1.171, 2.569)  0.028
C (0.452, 0.651, 4.426)  -0.168
C (0.102, 0.615, 5.805)  -0.143
C (-1.099, 0.030, 6.023)  -0.390
S (-1.871, -0.511, 4.571)  1.131
C (-0.539, 0.071, 3.654)  -0.437
N (-0.492, -0.045, 2.294)  0.113
C (-1.501, -0.631, 1.596)  -0.420
O (-2.479, -1.074, 2.176)  -0.009
C (-1.327, -0.702, 0.122)  -0.112
C (-2.173, -1.567, -0.574)  0.012
C (-2.070, -1.688, -1.947)  -0.036
C (-1.127, -0.937, -2.625)  -0.245
S (-1.031, -1.152, -4.407)  0.685
O (-2.310, -0.796, -4.952)  -0.279
O (-0.543, -2.482, -4.644)  -0.281
N (0.120, -0.007, -4.848)  -0.243
C (1.413, -0.534, -5.268)  -0.187
C (1.634, -0.068, -6.720)  -0.155
C (0.262, 0.453, -7.151)  -0.159
C (-0.312, 0.969, -5.834)  -0.199
C (-0.293, -0.066, -1.953)  -0.041
C (-0.389, 0.055, -0.577)  0.004
H (5.662, 1.794, 3.525)  0.082
H (4.773, 0.469, 4.295)  0.087
H (4.327, 1.001, 2.655)  0.079
H (4.582, 3.974, 3.332)  0.082
H (2.939, 4.168, 3.963)  0.086
H (3.207, 3.264, 2.452)  0.079
H (2.399, 1.724, 5.626)  0.135
H (0.711, 1.007, 6.600)  0.100
H (-1.587, -0.120, 6.965)  0.061
H (0.379, 0.334, 1.900)  0.110
H (-2.901, -2.133, -0.015)  0.123
H (-2.709, -2.353, -2.506)  0.123
H (2.191, -0.153, -4.599)  0.117
H (1.380, -1.621, -5.183)  0.103
H (1.989, -0.877, -7.353)  0.109
H (2.366, 0.740, -6.746)  0.108
H (-0.359, -0.367, -7.514)  0.118
H (0.323, 1.223, -7.917)  0.111
H (0.117, 1.942, -5.571)  0.127
H (-1.397, 1.029, -5.821)  0.107
H (0.423, 0.516, -2.512)  0.107
H (0.261, 0.750, -0.067)  0.114

Version B
# C18H22N4O4S2

C18H22N4O4S2 in the gas phase (ωB97M-V/def2-TZVPD, the OMol25 dataset).

Computed properties:
Multiplicity = 1
Highest occupied orbital energy = -8.9 eV
Lowest unoccupied orbital energy = 0.001 hartree

Last column: Löwdin charge in e.
Cartesian coordinates (Å):
C (3.643, 2.148, 1.535)  -0.027
C (4.637, 1.618, 0.553)  -0.305
C (5.523, 2.415, -0.099)  0.053
C (6.464, 1.872, -1.043)  -0.456
O (7.295, 2.460, -1.693)  0.075
N (6.349, 0.467, -1.164)  0.140
C (5.444, -0.254, -0.479)  -0.618
S (5.473, -1.985, -0.750)  1.025
C (4.421, -2.606, 0.605)  -0.341
C (2.944, -2.692, 0.221)  -0.529
O (2.390, -3.756, 0.079)  0.079
N (2.384, -1.465, 0.092)  0.125
C (1.079, -1.140, -0.271)  -0.197
C (0.097, -2.102, -0.514)  0.017
C (-1.179, -1.702, -0.864)  -0.038
C (-1.478, -0.357, -0.969)  -0.286
S (-3.140, 0.124, -1.419)  0.679
O (-3.211, 1.562, -1.406)  -0.289
O (-3.519, -0.554, -2.623)  -0.278
N (-3.988, -0.584, -0.157)  -0.243
C (-5.334, -1.020, -0.469)  -0.203
C (-6.328, 0.140, -0.441)  -0.175
C (-6.270, 0.834, 0.918)  -0.199
C (-4.845, 1.312, 1.185)  -0.182
C (-3.876, 0.132, 1.096)  -0.200
C (-0.513, 0.605, -0.736)  -0.051
C (0.765, 0.216, -0.388)  -0.002
N (4.592, 0.267, 0.348)  0.054
H (3.136, 1.331, 2.041)  0.080
H (4.143, 2.773, 2.272)  0.087
H (2.905, 2.765, 1.026)  0.086
H (5.551, 3.479, 0.069)  0.125
H (6.993, 0.011, -1.801)  0.153
H (4.577, -1.948, 1.458)  0.086
H (4.791, -3.609, 0.817)  0.086
H (3.016, -0.671, 0.251)  0.084
H (0.343, -3.147, -0.430)  0.104
H (-1.954, -2.423, -1.064)  0.121
H (-5.290, -1.472, -1.460)  0.110
H (-5.614, -1.784, 0.265)  0.130
H (-6.056, 0.848, -1.225)  0.116
H (-7.334, -0.233, -0.641)  0.113
H (-6.958, 1.681, 0.939)  0.110
H (-6.575, 0.131, 1.699)  0.112
H (-4.560, 2.048, 0.433)  0.099
H (-4.770, 1.770, 2.173)  0.113
H (-2.841, 0.475, 1.176)  0.116
H (-4.071, -0.583, 1.903)  0.131
H (-0.782, 1.645, -0.836)  0.114
H (1.532, 0.956, -0.212)  0.100

So which one is most stable? That would be version B, about 168.9 kJ/mol below the next structure.